Entry 1:
# C3H5N3

A cluster of 2 separate species, C3H5N3 in total in a non-equilibrium geometry (the ωB97M-V functional and the def2-TZVPD basis, OMol25).

XYZ file:
```
11
C3H5N3 (the ωB97M-V functional and the def2-TZVPD basis)
N -0.4225 0.0164 2.3599
N 0.3833 -1.8663 -0.5935
N -0.5463 0.3669 -0.9240
C -0.0165 -0.7132 -0.8024
C -0.3370 -1.1213 2.1877
C -0.0001 1.6960 -0.7383
H 0.9330 1.8199 -1.2975
H -0.7259 2.4261 -1.1001
H -0.2498 -2.1684 1.9770
H 0.7952 -2.3343 -1.3930
H 0.1867 1.8781 0.3243
```

**ΔE to the lowest compared entry with this formula, charge and spin**: 39.0 kcal per mole
**SMILES string**: CN=C=N.C#N
**Frontier orbital gap**: 0.4012 hartree
**Max |F|**: 1.15 eV/Å

---

Entry 2:
# C40H37N3O5P2PdS2

A structure of composition C40H37N3O5P2PdS2 (the ωB97M-V functional and the def2-TZVPD basis, OMol25).

XYZ file:
```
90
C40H37N3O5P2PdS2 (the ωB97M-V functional and the def2-TZVPD basis)
Pd -1.0452 0.1309 1.1492
S -2.9262 2.1216 1.7871
S -1.2358 -1.4348 3.0309
P 1.2088 -0.1301 1.4886
P -1.5271 0.0534 -1.1766
O -4.0718 2.8237 1.2596
O -2.9219 2.0464 3.2515
O -3.0162 0.6394 1.2373
O -1.6178 2.5889 1.2805
O 1.1709 0.8376 -1.4096
N -1.4591 0.6002 5.2098
N -3.8549 -1.1346 3.2532
N -2.6553 -0.0209 4.8330
C 4.9801 0.4100 0.0410
C 0.8774 0.0194 -2.4724
C 2.4725 0.3243 3.9965
C 2.4419 0.6511 -0.9345
C 0.2445 -1.6745 -4.4961
C 0.8793 1.9545 3.2061
C -2.1725 1.5752 -1.9400
C 1.5552 0.7444 3.0376
C -4.8579 -3.1168 -1.4295
C 1.6731 -2.5995 2.8366
C 1.9566 -3.9594 2.8452
C -0.7018 -1.4047 -3.5148
C -3.3993 2.0784 -1.5201
C 2.5983 0.4318 0.4202
C 1.1258 2.7315 4.3275
C 2.8101 2.0869 -3.7400
C -2.6631 -0.7997 3.7541
C 2.2454 -4.6236 1.6656
C 2.2527 -3.9223 0.4660
C -3.9141 -1.0502 -2.2222
C -1.9183 3.4704 -3.4101
C 3.9035 0.3523 0.9078
C 4.2338 0.0849 -4.2088
C -0.3864 -0.5349 -2.4753
C 2.0281 2.3025 5.2901
C -2.8432 -2.2582 -0.4404
C -4.8988 -2.0260 -2.2860
C 1.9821 -2.5659 0.4548
C 1.8338 -0.1838 -3.4540
C 3.4913 0.6061 -1.8474
C -2.8818 -1.1583 -1.2957
C -3.1422 3.9685 -2.9829
C -3.8777 3.2710 -2.0386
C 1.4959 -1.0632 -4.4746
C -1.4334 2.2821 -2.8895
C -3.8255 -3.2347 -0.5085
C 4.7735 0.4877 -1.3345
C 2.7007 1.1005 5.1233
C 1.6909 -1.8866 1.6426
C 3.1187 0.6331 -3.3271
H 3.0125 -0.6055 3.8750
H 1.9382 -4.4985 3.7835
H -3.5153 4.9042 -3.3792
H -2.0488 -2.3416 0.2930
H -3.7867 -4.0834 0.1628
H -1.6790 -1.8671 -3.5592
H -4.6538 -0.5635 3.4892
H 5.9875 0.3460 0.4301
H -5.6310 -3.8729 -1.4786
H 2.2020 -1.2780 -5.2659
H 3.4073 0.7635 5.8709
H -3.8359 -1.4628 2.3000
H -3.4787 0.5649 4.9182
H 2.4611 -5.6841 1.6769
H 5.6253 0.4483 -2.0000
H 1.9935 -2.0358 -0.4912
H -5.7028 -1.9298 -3.0043
H -3.9742 1.5577 -0.7696
H 5.1301 0.6990 -4.1210
H 2.4705 -4.4319 -0.4637
H 3.7047 2.7029 -3.6356
H 0.1465 2.2877 2.4761
H -3.9540 -0.1989 -2.8901
H -4.8173 3.6628 -1.6735
H 2.4798 2.1204 -4.7796
H 4.4863 -0.9431 -3.9439
H 2.0278 2.5168 -3.1138
H 3.9364 0.1126 -5.2574
H -1.3361 4.0080 -4.1477
H 1.4130 -2.1061 3.7625
H 0.5984 3.6693 4.4481
H -1.4313 1.4892 4.7132
H -1.4792 0.7500 6.2087
H -0.0009 -2.3589 -5.2973
H -0.4796 1.9115 -3.2403
H 2.2106 2.9062 6.1701
H 4.0749 0.2148 1.9670
```

**ΔE to the lowest compared entry with this formula, charge and spin**: 1.4 kcal per mole
**Frontier orbital gap**: 0.2647 hartree
**Max |F|**: 0.31 eV/Å

---

Entry 3:
# C38H55BrN2O6PSV

A structure of composition C38H55BrN2O6PSV in a non-equilibrium geometry (the ωB97M-V functional and the def2-TZVPD basis, OMol25).

XYZ file:
```
105
C38H55BrN2O6PSV (the ωB97M-V functional and the def2-TZVPD basis)
Br -1.8740 -2.1271 -3.7627
V 1.5370 -1.1637 1.2539
S 1.1559 2.0842 -1.7068
P 0.0715 -2.5891 2.6666
O 0.5115 -1.5313 -1.9993
O 0.3585 -0.7108 0.1635
O 3.3005 -0.8778 -0.0809
O 1.8415 5.3954 -5.2416
O 3.1509 -1.5927 2.2560
O 1.6622 0.5064 2.3751
N -0.6254 3.9107 -2.4388
N 1.3734 3.8957 -3.6131
C -1.1661 5.2260 -2.8119
C 4.6024 -1.1243 0.4876
C 2.2374 -3.9310 3.8194
C -1.4614 -1.7284 3.2777
C 0.5770 3.3987 -2.6416
C -1.9100 2.6271 -6.0836
C -3.6545 -0.2692 -2.6706
C 0.4159 -3.5148 5.3197
C -4.1053 0.6897 -1.7832
C 3.3411 -0.7677 3.4587
C 2.3525 -4.7249 6.0835
C 1.0501 4.6002 -4.8245
C -0.2138 4.2245 -5.5031
C 0.9782 -3.3555 4.0485
C -0.3586 -5.2941 2.0069
C 3.4040 -0.3934 -1.4603
C -0.7576 2.9479 -5.3846
C -2.0337 0.6075 -0.5934
C 4.3018 -2.1547 1.5418
C -1.5568 -0.3609 -1.4886
C -0.8167 5.1737 -6.3242
C 1.1265 -3.9103 0.5280
C 2.9167 -4.6032 4.8194
C -3.2004 6.4809 -3.5715
C -1.9809 4.8548 -7.0030
C -3.2963 1.1315 -0.7344
C -2.5263 3.5822 -6.8829
C -1.0529 -0.7257 4.3762
C 1.1001 -4.1870 6.3236
C -2.3791 -0.8085 -2.5376
C -2.5852 5.1074 -3.3415
C -1.3577 -3.6337 0.4426
C -0.1674 -3.9146 1.3663
C -2.0980 -0.8852 2.1684
C -2.4945 -2.7623 3.7669
C 1.2030 1.8279 1.8734
C 2.9424 0.6261 3.0685
C -0.2234 -0.8968 -1.3629
H -0.5659 -3.1440 5.5540
H -3.6599 1.8780 -0.0410
H -2.5723 4.5339 -4.2716
H -2.4560 5.5898 -7.6381
H 4.3778 -0.8476 3.7800
H -1.3096 -2.6707 -0.0629
H -1.3841 0.9723 0.1858
H 3.9147 -1.1532 -2.0492
H 1.9879 -4.2908 1.0726
H 2.4073 -0.2237 -1.8317
H -0.5223 5.6859 -3.5559
H -0.4519 -6.0344 1.2098
H -2.3055 -3.6974 0.9719
H -4.2910 -0.6150 -3.4729
H 5.0371 -0.1962 0.8603
H -2.4034 -1.4568 1.2955
H 2.8084 1.2498 3.9535
H -2.3227 1.6282 -6.0226
H -5.1011 1.0952 -1.9072
H -3.1905 4.5403 -2.6244
H 3.6464 1.1001 2.3849
H 3.8801 -5.0495 4.6104
H 2.6981 -3.8893 2.8450
H -1.4426 -0.0744 1.8523
H -2.9958 -0.4282 2.5894
H -0.2632 2.1968 -4.7790
H 5.2684 -1.5432 -0.2685
H -3.4255 3.3308 -7.4297
H -1.9395 -0.1414 4.6279
H -0.6826 -1.1631 5.2942
H -1.3654 -4.4037 -0.3313
H 2.0778 2.4539 1.7203
H -3.2459 -2.2307 4.3541
H -2.6147 7.0548 -4.2916
H 0.4736 -5.5862 2.6443
H -3.2506 7.0582 -2.6472
H 1.3857 -2.9391 0.0373
H 5.0538 -2.4655 2.2618
H -3.0111 -3.2291 2.9300
H 0.7057 1.6827 0.9198
H 3.9567 0.5434 -1.4592
H -2.0880 -3.5542 4.3919
H 2.3609 3.7164 -3.5009
H -1.2760 -5.3286 2.5950
H 0.5478 2.2385 2.6371
H -1.1785 3.3857 -1.7786
H -4.2114 6.3962 -3.9660
H 3.9125 -3.0338 1.0287
H 0.6372 -4.2977 7.2949
H 1.0005 -4.5380 -0.3587
H -0.2986 -0.0258 4.0072
H 2.6857 -1.2013 4.2132
H -1.1322 5.8613 -1.9228
H -0.3626 6.1511 -6.4258
H 2.8797 -5.2505 6.8682
```

**ΔE to the lowest compared entry with this formula, charge and spin**: 24.3 kcal per mole
**Expectation value of S²**: 0.79
**Spin multiplicity**: 2
**Frontier orbital gap (spin up / spin down)**: 0.1587 / 0.1866 hartree
**Charge**: +3
**Max |F|**: 2.25 eV/Å

---

Entry 4:
# C2H7NO2S2

A structure of composition C2H7NO2S2 in a non-equilibrium geometry (the ωB97M-V functional and the def2-TZVPD basis, OMol25).

XYZ file:
```
14
C2H7NO2S2 (the ωB97M-V functional and the def2-TZVPD basis)
S -2.3293 -0.6712 -0.4123
S 2.1863 0.2220 -0.0355
O -3.4906 -0.4504 0.3804
O -1.5859 -1.8843 -0.0468
N -0.8531 1.0056 0.0257
C -0.9164 2.2444 0.0466
C 1.5554 -1.3599 0.2934
H -1.5216 2.6924 0.7638
H -0.1232 0.5785 -0.5666
H -0.3833 2.8955 -0.6310
H 3.0650 -0.0764 -1.0782
H 0.6047 -1.4710 -0.1240
H 1.5120 -1.6640 1.3795
H 2.2801 -2.0613 0.0050
```

**ΔE to the lowest compared entry with this formula, charge and spin**: 63.2 kcal per mole
**Frontier orbital gap**: 0.3316 hartree
**Max |F|**: 2.82 eV/Å

---

Entry 5:
# C5H7NO

The molecule C5H7NO in a non-equilibrium geometry (the ωB97M-V functional and the def2-TZVPD basis, OMol25).

XYZ file:
```
14
C5H7NO (the ωB97M-V functional and the def2-TZVPD basis)
O 1.3485 -0.2592 -0.0479
N 0.0057 1.7524 0.4522
C -2.8097 -1.2895 0.1898
C -1.8188 -0.6850 -0.3959
C 2.6067 0.3394 0.2499
C 0.1383 0.6082 -0.0478
C -0.6429 -0.3071 -0.8516
H -3.7147 -0.7615 0.4688
H -0.9486 2.1124 0.3940
H 3.0809 -0.2456 1.0447
H -2.7512 -2.3483 0.4268
H 2.5303 1.3816 0.5805
H -0.2857 -0.5800 -1.8368
H 3.2613 0.2824 -0.6267
```

**ΔE to the lowest compared entry with this formula, charge and spin**: 77.0 kcal per mole
**SMILES string**: [H]/N=C(\C=C=C)OC
**Frontier orbital gap**: 0.3774 hartree
**Max |F|**: 3.70 eV/Å

---

Entry 6:
# C4H8BNS

A structure of composition C4H8BNS in a non-equilibrium geometry (the ωB97M-V functional and the def2-TZVPD basis, OMol25).

XYZ file:
```
15
C4H8BNS (the ωB97M-V functional and the def2-TZVPD basis)
S 2.3934 -0.3393 -0.8826
N 2.0749 1.5713 1.1032
C -1.1879 0.0506 1.2433
C -0.7798 0.7716 -1.3337
C 0.5703 -1.4539 -0.0863
C 2.4063 0.8135 0.3102
B -0.3790 -0.1569 -0.0561
H -1.8709 0.5905 -1.5578
H -0.5104 0.5045 1.8692
H 0.9366 -1.9813 0.7490
H -0.1944 0.4628 -2.2431
H -2.1804 0.5664 1.0191
H -0.6515 1.8155 -1.0563
H -1.2709 -0.9822 1.7537
H 0.6438 -2.2331 -0.8318
```

**ΔE to the lowest compared entry with this formula, charge and spin**: 7.6 kcal per mole
**Frontier orbital gap**: 0.3205 hartree
**Max |F|**: 3.70 eV/Å

---

Entry 7:
# C11H11Cl4NO2

A cluster of 2 separate species, C11H11Cl4NO2 in total in a non-equilibrium geometry (the ωB97M-V functional and the def2-TZVPD basis, OMol25).

XYZ file:
```
29
C11H11Cl4NO2 (the ωB97M-V functional and the def2-TZVPD basis)
Cl 2.6369 -1.1344 2.2271
Cl 2.6033 2.0494 2.4522
Cl -2.8047 1.9800 2.4566
Cl -2.7578 -1.2027 2.2150
O -0.0408 -2.2272 1.8935
O -0.1137 3.1296 2.4641
N 0.0882 -2.8929 -0.8840
C -0.7434 -5.2240 -1.0172
C 1.1836 -0.2351 2.3165
C 1.1724 1.1265 2.4028
C -1.8082 -3.2654 -2.2496
C 0.1907 -1.9029 -1.9046
C -0.1000 1.9024 2.4279
C -1.0679 -3.7410 -0.9735
C -1.1755 -1.9134 -2.6230
C -0.0605 -1.0204 2.1791
C -1.3265 -0.2696 2.3194
C -1.3517 1.0921 2.4075
H 0.4485 -0.9071 -1.5160
H -1.8096 -1.1113 -2.2282
H 0.9666 -2.1908 -2.6395
H -0.1494 -5.4542 -1.9093
H -1.6961 -3.5620 -0.0798
H 0.5968 -2.8083 -0.0119
H -2.8832 -3.1891 -2.0702
H -1.6677 -5.8085 -1.0623
H -0.1752 -5.5256 -0.1329
H -1.0834 -1.7817 -3.7026
H -1.6509 -3.9901 -3.0552
```

**ΔE to the lowest compared entry with this formula, charge and spin**: 0.0 kcal per mole
**SMILES string**: O=C1C(Cl)=C(Cl)C(=O)C(Cl)=C1Cl.C[C@@H]1CCCN1
**Frontier orbital gap**: 0.1899 hartree
**Max |F|**: 2.87 eV/Å

---

Entry 8:
# C6H6BrN

The molecule C6H6BrN in a non-equilibrium geometry (the ωB97M-V functional and the def2-TZVPD basis, OMol25).

XYZ file:
```
14
C6H6BrN (the ωB97M-V functional and the def2-TZVPD basis)
Br 1.9674 1.5336 -0.2343
N 0.8940 -1.2488 -3.2199
C -0.0187 -0.3031 -1.0890
C 0.3092 -0.0188 1.3753
C -1.0409 0.4133 0.8700
C -1.1901 -0.0016 -0.5500
C 1.0840 -0.1186 0.0680
C 0.4093 -0.7578 -2.3046
H -1.8628 0.2246 1.4032
H -1.0682 1.5251 0.7903
H 0.8786 0.6713 1.9610
H -2.2153 -0.0328 -0.9172
H 0.0624 -1.0483 1.8060
H 1.7912 -0.8382 0.0412
```

**ΔE to the lowest compared entry with this formula, charge and spin**: 0.0 kcal per mole
**SMILES string**: N#CC1=CCC[C@@H]1Br
**Frontier orbital gap**: 0.3774 hartree
**Max |F|**: 4.39 eV/Å

---

Entry 9:
# C3H3NO2

The molecule C3H3NO2 in a non-equilibrium geometry (the ωB97M-V functional and the def2-TZVPD basis, OMol25).

XYZ file:
```
9
C3H3NO2 (the ωB97M-V functional and the def2-TZVPD basis)
O -1.5430 0.5244 0.3205
O 0.2156 -0.8255 -0.0362
N -0.5343 -2.0222 0.1046
C 0.5678 1.4466 -0.2640
C -0.4032 0.3508 -0.0301
C 1.5423 2.1104 -0.4397
H -0.7768 -2.4049 1.1265
H -1.4633 -1.9840 -0.3352
H 2.3949 2.8043 -0.4464
```

**ΔE to the lowest compared entry with this formula, charge and spin**: 107.4 kcal per mole
**SMILES string**: C#CC(=O)ON
**Frontier orbital gap**: 0.4046 hartree
**Max |F|**: 3.46 eV/Å

---

Entry 10:
# C3H6N2O

The molecule C3H6N2O in a non-equilibrium geometry (the ωB97M-V functional and the def2-TZVPD basis, OMol25).

XYZ file:
```
12
C3H6N2O (the ωB97M-V functional and the def2-TZVPD basis)
O 2.9958 -0.7272 -0.1412
N -1.3738 0.7810 -0.0763
N 0.8413 -0.0319 -0.1197
C -0.1378 0.8989 0.1942
C -1.8520 -0.4503 -0.7332
C 2.1725 0.0927 0.1854
H -1.3334 -0.6858 -1.6801
H 2.4222 1.0021 0.7668
H 0.3539 1.7313 0.7874
H -1.7660 -1.3488 -0.0870
H 0.5917 -0.9037 -0.5651
H -2.9157 -0.3564 -0.9888
```

**ΔE to the lowest compared entry with this formula, charge and spin**: 26.7 kcal per mole
**SMILES string**: C/N=C\NC=O
**Frontier orbital gap**: 0.3966 hartree
**Max |F|**: 1.61 eV/Å

---

Entry 11:
# C4H8N2O

The molecule C4H8N2O in a non-equilibrium geometry (the ωB97M-V functional and the def2-TZVPD basis, OMol25).

XYZ file:
```
15
C4H8N2O (the ωB97M-V functional and the def2-TZVPD basis)
O -0.2814 -0.7877 -0.0307
N 2.5192 -1.1185 0.0012
N 1.1839 0.9178 -0.0689
C -1.5847 -1.3241 0.0011
C 2.3368 0.1315 0.0146
C -1.1826 1.4068 0.0015
C -0.1620 0.5479 -0.0319
H -2.1027 -0.9668 0.8983
H -1.0051 2.4682 -0.0260
H 3.2224 0.7649 0.0952
H -2.1440 -1.1058 -0.9152
H 1.3311 1.9226 0.0517
H -2.2330 1.1268 0.0717
H -1.4875 -2.4038 0.0560
H 1.5896 -1.5798 -0.1185
```

**ΔE to the lowest compared entry with this formula, charge and spin**: 52.0 kcal per mole
**SMILES string**: [H]/N=C\NC(=C)OC
**Frontier orbital gap**: 0.3399 hartree
**Max |F|**: 1.48 eV/Å

---

Entry 12:
# C6H10

The molecule C6H10 in a non-equilibrium geometry (the ωB97M-V functional and the def2-TZVPD basis, OMol25).

XYZ file:
```
16
C6H10 (the ωB97M-V functional and the def2-TZVPD basis)
C 1.4636 -0.0803 -0.2631
C -0.8048 0.7882 -0.9315
C -1.4035 -0.3932 -0.1181
C -0.5485 -0.5931 1.1755
C 0.6493 0.3624 -1.2187
C 0.9332 -0.0522 1.1452
H -1.3930 0.9680 -1.8340
H -2.5233 -0.1680 0.1130
H 2.4760 -0.5065 -0.5169
H 0.9849 0.9679 1.4669
H -1.3943 -1.3122 -0.7958
H -0.6119 -1.7261 1.5145
H -1.1393 0.0020 2.0415
H -0.7097 1.7534 -0.3810
H 1.6047 -0.5255 1.9056
H 0.9705 0.3563 -2.2499
```

**ΔE to the lowest compared entry with this formula, charge and spin**: 21.3 kcal per mole
**SMILES string**: C1=CCCCC1
**Frontier orbital gap**: 0.3805 hartree
**Max |F|**: 3.23 eV/Å

---

Which value of ΔE to the lowest compared entry with this formula, charge and spin does entry 10 give?
26.7 kcal per mole

---

Look up the ΔE to the lowest compared entry with this formula, charge and spin of the fifth one.
77.0 kcal per mole

---

Look up the ΔE to the lowest compared entry with this formula, charge and spin of the second one.
1.4 kcal per mole

---

Which value of ΔE to the lowest compared entry with this formula, charge and spin does entry 7 give?
0.0 kcal per mole